1.
15
Properties=species:S:1:pos:R:3:forces:R:3:mulliken_charge:R:1 method="wB97M-V/def2-TZVPD" spin_multiplicity=3 charge=+2 orbital_gap_ev="6.92 / 8.44"
O 0.35526 2.56091 -2.34533 0.073 -2.211 0.756 -0.0927
C 0.35863 1.48580 -1.97085 -0.018 5.353 -2.918 0.5480
Ti 0.32094 -0.29516 -1.18039 -0.142 -0.262 4.694 -0.1090
C 1.91669 -1.20843 -1.95939 5.820 -3.363 -2.753 0.4383
C -1.19421 -1.20451 -1.97174 -4.018 -2.423 -2.902 0.5244
O 2.85003 -1.74826 -2.34909 -2.939 1.715 1.174 -0.0302
O -2.12724 -1.73670 -2.34527 1.629 0.934 0.726 -0.1047
N -0.45997 -0.91012 1.84016 0.091 -1.755 -0.446 -0.4364
C -0.48541 0.34722 1.46342 -1.196 1.188 -1.219 0.8574
N 0.09305 1.33649 2.09592 0.515 0.844 0.117 -0.3492
S -1.40641 0.75146 -0.00336 -0.077 -0.025 0.920 -0.2196
H 0.01872 -1.20033 2.67298 0.213 -0.085 0.537 0.2076
H -0.93084 -1.69494 1.33078 0.225 1.462 0.724 0.2609
H 0.07444 2.32827 1.78206 -0.337 -1.256 0.106 0.2675
H 0.61632 1.18831 2.94009 0.161 -0.117 0.485 0.2377



2.
11
Properties=species:S:1:pos:R:3:forces:R:3:mulliken_charge:R:1 method="wB97M-V/def2-TZVPD" orbital_gap_ev=8.88
C 0.40258 0.57397 0.41677 0.019 -1.701 1.660 -0.0809
C -0.73046 1.44378 0.01014 -1.154 -7.191 -0.042 -0.1987
C -1.00116 -1.38066 0.17875 3.397 1.904 -1.493 -0.0648
C 0.36401 -0.67401 -0.39663 -1.148 -0.731 1.403 -0.4428
H 0.20372 0.19228 1.54039 0.522 1.102 -2.235 0.2550
H -0.63051 2.39248 -0.18376 -0.124 5.239 -0.997 0.5787
H -0.86895 -2.41772 0.35525 -1.287 -0.922 0.484 0.4287
H 0.15990 -0.76266 -1.46192 0.452 1.104 -0.143 0.3412
N -1.84428 0.78126 -0.25122 0.952 1.275 0.655 -0.3992
N -2.01353 -0.60682 0.09302 0.896 0.124 0.496 -0.3244
S 2.12067 -0.02525 -0.02480 -2.525 -0.202 0.212 -0.0928



3.
11
Properties=species:S:1:pos:R:3:forces:R:3:mulliken_charge:R:1 method="wB97M-V/def2-TZVPD" orbital_gap_ev=7.73
C -0.87904 0.67849 -0.79249 0.822 1.211 -0.108 -0.6563
C 1.43688 -0.79239 1.00744 -3.034 0.074 -1.252 -0.4434
C -0.69476 -0.39824 -0.02285 1.158 -0.592 -0.186 0.3127
C 0.63299 0.10261 0.36630 1.281 -1.728 1.127 0.1074
N 0.40810 1.28971 -0.28438 -1.532 0.699 0.211 -0.3199
N -0.86128 -1.66234 0.38183 -0.140 -1.904 1.277 -0.2923
S 0.52804 -2.33747 1.21777 -0.291 1.431 -0.446 -0.0458
H -1.41622 1.14736 -1.58564 -0.702 -0.229 -0.069 0.4025
H 2.43072 -0.93094 1.24892 1.931 0.533 0.432 0.4470
H 0.98899 1.86149 -0.83934 1.042 0.109 -0.449 0.2412
H -1.45115 -2.40925 0.07404 -0.533 0.397 -0.537 0.2470



4.
12
Properties=species:S:1:pos:R:3:forces:R:3:mulliken_charge:R:1 method="wB97M-V/def2-TZVPD" orbital_gap_ev=7.73
C -1.81129 -0.04802 -0.55347 -0.030 -0.928 -0.035 -0.9677
C 0.36930 -1.23466 -0.55505 -1.994 -0.400 -1.038 -0.0647
C 0.14544 0.90626 0.53199 -0.009 -0.999 -0.113 0.5899
C 1.55125 0.75090 0.90755 -0.802 0.211 -0.375 -0.0430
H -1.90396 0.82198 -1.16381 -0.519 0.799 -0.212 0.3948
H -2.35709 0.02753 0.39357 -0.353 0.029 -0.525 0.3475
H -2.07756 -0.92474 -1.17562 0.127 0.414 0.709 0.2712
H 1.35301 -1.15409 -0.20219 1.317 0.045 0.478 0.3055
N -0.41886 -0.14285 -0.19474 1.710 -0.354 0.231 -0.0103
N 2.65741 0.71874 1.20242 0.371 -0.088 0.138 -0.3345
S -0.09793 -2.52088 -1.46145 0.284 0.817 0.632 -0.2892
S -0.66535 2.20533 1.03071 -0.103 0.452 0.109 -0.1996



5.
11
Properties=species:S:1:pos:R:3:forces:R:3:mulliken_charge:R:1 method="wB97M-V/def2-TZVPD" charge=+1 orbital_gap_ev="6.90 / 7.81"
C -0.97735 -1.08677 0.07543 -0.274 0.302 -0.303 -0.1102
C -0.49013 0.31419 0.07506 0.731 -0.688 -0.389 0.6564
C 1.91419 0.12015 -0.19184 0.343 -0.352 0.155 -0.5999
C 0.80837 0.85021 0.12741 -0.995 0.298 0.274 0.0133
N -2.28242 -0.99240 0.05683 0.314 -2.643 0.621 -0.1841
N -1.63356 1.05641 0.00431 -0.264 1.649 0.417 -0.1961
N -2.54225 0.23449 -0.16823 0.086 1.549 -0.589 0.0587
H -0.44585 -2.01415 0.18288 0.036 -0.148 0.052 0.4186
H 2.90492 0.50047 0.01434 0.048 0.116 -0.135 0.2929
H 1.85035 -0.86123 -0.64034 -0.067 -0.102 0.020 0.2759
H 0.89372 1.87864 0.46415 0.043 0.019 -0.125 0.3745



6.
14
Properties=species:S:1:pos:R:3:forces:R:3:mulliken_charge:R:1 method="wB97M-V/def2-TZVPD" charge=-1 orbital_gap_ev=6.93
C -1.33202 -0.93821 0.38917 3.804 -1.350 -2.021 -0.5087
C -0.81035 0.26951 0.01883 0.296 0.094 -0.363 0.7529
C -3.20428 0.09288 0.12256 -1.256 1.042 -0.700 0.6298
C 0.60865 0.65714 -0.01331 -0.551 1.036 -3.494 -1.2241
N -2.64964 -1.04605 0.35725 -1.973 -0.657 0.592 -0.5773
N -4.45993 0.55057 0.24309 -0.421 0.958 0.270 -0.6280
N -5.57191 -0.11430 -0.04588 -0.118 0.128 1.013 1.0265
O -5.60499 -1.03039 -0.84474 0.461 -1.020 -0.977 -0.6375
O -6.61631 0.26725 0.51536 0.355 0.293 -0.048 -0.6866
S -2.03162 1.42695 -0.30070 -0.892 -1.186 0.613 -0.2738
H -0.64569 -1.90676 0.29522 -1.504 2.076 0.856 0.1954
H 1.09601 1.12500 -0.96400 -1.199 -1.415 0.762 0.2340
H 0.71176 1.48233 0.57850 0.795 1.763 2.531 0.3157
H 1.06416 -0.21547 0.26184 2.202 -1.761 0.967 0.3816



7.
13
Properties=species:S:1:pos:R:3:forces:R:3:mulliken_charge:R:1 method="wB97M-V/def2-TZVPD" charge=-1 orbital_gap_ev=5.94
C -2.11211 1.17135 0.14131 0.027 1.049 0.974 0.2205
C -2.67730 -0.01070 0.06571 -0.070 -0.358 -0.071 -0.0578
C 0.62536 0.05472 0.60652 -3.371 1.555 -0.810 -0.0627
C 1.80727 -0.64258 0.47470 0.330 -1.504 -0.544 0.2832
N -0.95291 1.86369 0.10854 1.514 -0.148 -0.357 -1.0754
N 0.23847 1.13800 0.03513 2.692 1.730 -1.279 0.2264
N 1.96642 -1.45586 -0.62179 -1.323 -0.497 -3.338 -0.3991
O 2.59481 -0.77368 1.37974 2.013 0.309 1.770 -0.6558
S -3.58230 -1.31247 -0.04327 0.170 -0.002 -0.016 -0.4675
H -2.77572 1.98351 0.45422 -0.988 -0.560 -0.346 0.2591
H 0.98354 1.84825 -0.52549 -2.158 -2.332 1.685 0.3204
H 1.29622 -1.64664 -1.38477 -0.066 1.168 1.181 0.2113
H 2.58826 -2.21759 -0.69056 1.231 -0.410 1.150 0.1975



8.
12
Properties=species:S:1:pos:R:3:forces:R:3:mulliken_charge:R:1 method="wB97M-V/def2-TZVPD" orbital_gap_ev="8.07 / 8.07"
C -0.21718 -1.15349 0.06170 -2.670 -1.545 1.354 0.6054
C 1.14667 -1.15882 0.26806 1.562 1.166 -1.521 -0.6612
C 1.94818 -0.06306 0.13498 -1.605 1.454 0.538 -0.0062
C -0.57252 1.19404 -0.09012 -2.077 1.500 0.418 0.3302
N -1.36598 -1.31448 0.17837 1.014 -0.611 -0.644 -0.5481
N 1.68386 1.29662 0.04229 4.443 -0.957 0.325 -0.8641
N 0.50398 1.70093 0.07512 -1.060 -1.442 -0.086 0.3061
N -1.82632 1.13988 0.17279 -1.800 1.348 -1.146 -0.3957
H 1.68382 -2.06585 0.07521 -0.109 -0.633 0.371 0.2817
H 2.96735 -0.28556 0.21175 1.516 0.130 -0.151 0.4149
H -2.26611 0.87410 1.05715 0.600 0.017 -0.418 0.2828
H -2.43303 1.18271 -0.65909 0.185 -0.427 0.962 0.2543